83
Properties=species:S:1:pos:R:3:lowdin_charge:R:1 method="wB97M-V/def2-TZVPD" total_charge=-2 lumo_ev=4.08 homo_lumo_gap_ev=5.88 largest_force_ha_per_bohr=0.0088 de_lowest_kcal_mol=11.6 homo_ha=-0.0658 e_tot_ha=-3533.61929
K -0.25013 0.01195 1.53516 0.7475
C -1.76021 3.19506 -1.63315 -0.1465
N -0.42885 2.69105 -1.29395 -0.0260
C 0.20760 1.99906 -2.40059 -0.1798
C 1.52307 1.43132 -1.98637 -0.2998
N 1.79298 0.80838 -0.87489 0.1912
C 3.12308 0.42431 -0.98695 -0.2153
C 3.93013 -0.26276 -0.08444 -0.0255
C 5.22945 -0.54731 -0.46632 -0.0982
C 5.72952 -0.15660 -1.71651 -0.1248
C 4.94375 0.53906 -2.62079 -0.0454
C 3.64060 0.82135 -2.22971 -0.1970
N 2.59704 1.47983 -2.84164 0.1588
C -2.66340 2.19906 -2.30048 -0.3417
N -3.01292 2.24151 -3.56744 0.1491
C -3.80165 1.11802 -3.73752 -0.2530
C -4.45721 0.64228 -4.87283 -0.0493
C -5.16843 -0.53881 -4.76884 -0.1333
C -5.23160 -1.24599 -3.55615 -0.1178
C -4.59365 -0.78907 -2.41858 -0.0254
C -3.88181 0.40223 -2.53099 -0.2087
N -3.16651 1.13796 -1.62340 0.1892
H -1.64077 4.03647 -2.31948 0.1085
H -2.21938 3.53855 -0.70668 0.1148
H -0.48292 2.06143 -0.50050 0.0727
H 0.36821 2.71329 -3.21698 0.1217
H -0.39909 1.17525 -2.80048 0.0459
H 3.54017 -0.56007 0.87981 0.0927
H 5.87511 -1.08180 0.21963 0.0979
H 6.75210 -0.39967 -1.98013 0.0863
H 5.33107 0.84444 -3.58550 0.0957
H 2.58111 1.87823 -3.76183 0.1518
H -4.39469 1.18454 -5.80880 0.0933
H -5.67765 -0.93602 -5.63984 0.0789
H -5.78164 -2.17908 -3.51556 0.0852
H -4.60426 -1.34663 -1.49158 0.0964
H -2.90218 0.90823 -0.64993 0.1088
N -1.62756 -3.88494 -2.27065 0.0000
C -1.65395 -2.61304 -1.67407 -0.9494
S -0.74747 -1.39624 -2.49038 0.4988
N -2.31738 -2.60023 -0.55362 -0.0534
N -2.32887 -1.40833 0.15875 -0.0432
C -3.04813 -1.50708 1.21357 -0.1572
C -3.35481 -0.46924 2.20069 -0.1743
C -4.03609 -0.89925 3.34707 -0.0861
C -4.43203 -0.03764 4.35008 -0.1439
C -4.14357 1.32249 4.20229 -0.1285
C -3.48725 1.78734 3.08816 -0.0321
C -3.05870 0.92473 2.03621 -0.4365
O -2.43096 1.39091 1.01829 -0.2044
H -1.52170 -3.81859 -3.27058 0.0300
H -2.40797 -4.45374 -1.97104 0.0558
H -3.50224 -2.48340 1.42197 0.1025
H -4.25069 -1.96048 3.43655 0.0957
H -4.94389 -0.40688 5.23001 0.0755
H -4.43419 2.02210 4.97984 0.0861
H -3.25331 2.83929 2.97365 0.1017
C 2.79320 2.37365 2.58336 0.0079
C 2.29855 1.51881 3.77449 -0.5649
O 1.31297 0.68533 3.47862 -0.2468
C 3.53247 0.72266 4.31010 -0.5344
F 4.59907 1.49341 4.67673 0.0979
F 3.25188 -0.04666 5.37776 0.1287
F 4.00275 -0.11055 3.35685 0.1147
C 1.85012 2.51658 4.88852 -0.5406
F 0.79461 3.23752 4.46731 0.1296
F 2.80070 3.43326 5.24832 0.0926
F 1.47518 1.91112 6.03058 0.1303
H 3.10062 1.69966 1.78559 0.0645
H 3.62066 3.04039 2.83750 0.0803
H 1.95055 2.96242 2.22230 0.0904
C 3.23155 -3.52725 -1.59820 -0.0180
N 2.72689 -3.19440 -0.28524 -0.1287
C 3.31417 -3.45080 0.93220 -0.0972
C 2.54259 -2.80654 1.85681 -0.1582
N 1.50558 -2.16077 1.23270 0.0247
C 1.64731 -2.41464 -0.04628 -0.1984
H 3.88155 -4.39833 -1.52412 0.0812
H 3.79993 -2.69235 -2.01424 0.0781
H 2.39715 -3.75396 -2.26018 0.0909
H 4.21167 -4.03977 1.01738 0.1007
H 2.68279 -2.73954 2.92330 0.0991
H 1.01022 -2.04610 -0.84475 0.0395